Here is a 11-piece molecular cluster, C46H58O18 overall in a non-equilibrium geometry from the Open Molecules 2025 dataset. Energies are from the ωB97M-V functional and the def2-TZVPD basis.

Each line ends with the Mulliken charge.
Atoms and positions in Å:
O  -2.157  -4.386  -0.573  -0.429
O  -6.164  2.388  -5.021  -0.519
O  -2.651  0.478  -1.135  -0.076
O  -1.642  -2.588  1.301  -0.139
O  -1.013  4.730  6.948  -0.473
O  5.628  -4.355  5.340  -0.506
O  5.509  -0.780  -4.941  -0.525
O  2.077  2.843  -2.338  -0.586
O  3.755  1.838  2.523  -0.506
O  0.945  -4.295  -2.773  -0.448
O  0.939  -4.650  2.498  -0.439
O  -2.909  0.355  4.312  -0.366
O  -2.992  -0.977  -7.360  -0.586
O  -1.535  5.491  0.253  -0.523
O  2.651  6.583  0.143  -0.553
O  0.942  -1.547  -3.444  -0.250
O  1.240  2.065  0.278  0.926
O  -3.683  -3.680  2.934  -0.584
C  3.521  3.094  1.909  -0.009
C  3.412  2.165  -4.129  -0.135
C  4.058  4.764  0.225  -1.424
C  4.470  -5.135  3.436  -0.486
C  -0.798  -1.522  1.097  -1.204
C  4.230  -0.126  -2.852  -0.930
C  -2.364  1.322  5.025  -0.039
C  -4.666  0.101  -2.478  -0.437
C  2.294  -3.527  4.199  -0.524
C  -1.994  -2.145  -5.505  -0.469
C  3.526  -3.459  4.797  -0.345
C  2.521  3.873  2.469  -0.619
C  3.297  -5.271  2.700  -0.701
C  2.118  5.125  1.916  -1.448
C  -1.644  3.604  4.929  -0.915
C  -1.048  -0.041  -6.222  -0.506
C  -5.544  0.672  -3.460  -0.414
C  2.138  -4.548  3.140  0.587
C  2.157  -3.961  -1.976  -1.041
C  2.957  5.432  0.715  1.102
C  -3.313  2.156  -2.693  -0.822
C  0.610  0.855  0.612  -0.931
C  -4.152  2.627  -3.733  -0.458
C  -1.417  2.340  7.033  -0.742
C  3.405  0.792  -2.284  0.570
C  4.728  0.107  -4.202  0.466
C  -2.065  -1.046  -6.416  0.412
C  -0.062  -0.188  -5.197  -1.012
C  -2.174  2.605  4.362  -0.035
C  -1.359  3.574  6.316  0.710
C  -5.306  1.977  -3.983  0.481
C  4.611  -4.308  4.485  0.513
C  -3.467  0.894  -2.112  -0.198
C  -1.556  4.084  0.529  0.062
C  4.323  1.280  -4.771  -0.464
C  -3.275  -4.486  -1.385  -0.565
C  0.304  0.504  1.919  0.164
C  0.386  -0.045  -0.503  0.513
C  -0.290  -0.759  2.202  -0.660
C  2.991  1.975  -2.905  -0.373
C  -0.462  -1.216  -0.240  -0.808
C  4.273  3.484  0.799  0.150
C  -1.948  1.255  6.268  -0.312
C  -0.150  -1.364  -4.345  0.541
C  -4.269  -3.085  4.140  -0.257
C  -1.210  -2.361  -4.408  -0.762
H  1.539  5.793  2.208  0.976
H  -3.933  3.664  -4.326  0.218
H  -0.801  4.708  7.771  0.251
H  3.058  -3.553  -2.401  0.384
H  -2.338  3.830  -0.208  -0.005
H  0.364  1.239  2.821  0.386
H  5.347  -4.248  6.125  0.274
H  2.117  3.691  3.357  0.821
H  -6.556  0.100  -3.550  0.175
H  -1.587  4.565  4.666  0.741
H  2.930  3.011  -4.645  0.379
H  -1.104  2.603  8.103  0.165
H  -0.628  -1.954  -0.947  0.785
H  -3.953  -5.381  -1.203  0.317
H  -0.992  0.723  -7.007  0.411
H  3.019  -5.861  1.792  0.326
H  1.720  2.455  0.959  -0.166
H  1.558  -2.767  4.405  0.456
H  -1.859  -5.302  -0.151  0.294
H  0.664  0.477  -5.223  0.968
H  4.399  1.340  -5.871  0.265
H  -3.924  -3.584  -1.130  0.133
H  -0.619  -1.032  3.221  0.769
H  5.060  2.768  0.324  0.170
H  -3.439  0.752  3.586  0.283
H  3.701  -2.684  5.706  0.111
H  5.958  -0.413  -5.660  0.308
H  -2.155  5.595  -0.419  0.301
H  0.576  0.089  -1.617  0.650
H  -6.970  2.179  -4.801  0.277
H  2.007  -3.279  -1.266  0.284
H  5.124  -5.832  3.291  0.543
H  -4.738  -0.947  -2.119  0.357
H  -1.836  0.283  6.808  0.309
H  -1.786  0.024  -1.426  -0.100
H  -2.900  -2.633  -5.607  0.221
H  -2.985  -4.386  -2.355  0.238
H  2.923  0.616  -1.324  0.125
H  -2.556  2.772  3.451  0.428
H  3.037  6.975  -0.651  0.327
H  -3.705  -3.577  4.820  0.294
H  0.483  -3.966  2.492  0.187
H  -2.095  3.835  1.483  0.070
H  1.005  -5.100  -3.271  0.229
H  -2.672  2.697  -2.426  1.295
H  4.247  -0.963  -2.234  0.573
H  -1.865  -3.071  0.500  0.141
H  -3.009  -3.187  2.545  0.493
H  -1.200  -3.262  -3.896  0.550
H  4.523  5.197  -0.486  0.636
H  -0.504  3.626  0.313  0.113
H  -5.329  -3.259  4.399  0.261
H  1.033  -2.378  -3.043  0.253
H  -3.835  -1.495  -7.370  0.332
H  -3.992  -2.103  3.958  -0.085
H  2.441  -4.854  -1.621  0.493
H  4.275  1.153  2.203  0.316
H  2.019  2.735  -1.424  0.049

Cartesian forces, eV/Å:
O 2.187 -3.151 2.342
O 7.550 2.153 -0.956
O 2.145 -1.295 0.510
O 0.742 0.874 1.701
O -2.078 1.165 -9.290
O 5.004 -1.575 -8.342
O -1.620 -1.449 3.199
O 0.738 0.139 -3.061
O -2.703 2.934 1.964
O 0.732 2.357 1.056
O 6.967 -10.783 -0.412
O -1.375 -1.775 -1.265
O -1.476 0.649 -1.977
O 1.962 0.212 2.336
O -1.845 2.865 -0.198
O -1.039 3.382 -1.747
O -1.998 -1.908 -2.221
O -3.530 -2.737 0.500
C 1.643 -2.014 -0.705
C 0.881 1.213 -3.764
C -4.230 -4.750 6.153
C -3.144 1.407 -0.577
C 0.447 0.330 -0.048
C 0.372 0.858 -2.131
C 0.336 4.263 -2.765
C 1.577 1.880 -1.248
C 0.735 -1.987 -2.117
C -1.803 1.940 -1.193
C 0.695 1.954 2.502
C 0.374 3.401 -2.977
C -4.061 1.495 0.170
C 9.471 -7.779 -5.899
C 2.059 2.609 6.197
C -0.797 -1.521 -0.521
C -0.547 -1.336 2.662
C 1.601 2.239 0.996
C -0.619 -1.478 -3.923
C -0.999 0.419 1.727
C -9.436 -8.006 -4.420
C 0.985 -0.210 -2.124
C 1.118 2.853 -0.165
C 0.031 4.053 -1.512
C -0.976 1.026 0.944
C 0.070 -0.103 0.980
C 3.144 -0.298 3.544
C -5.461 -5.274 -0.407
C -1.630 -5.721 0.432
C 0.559 -2.873 1.937
C -1.667 -2.405 -1.799
C -2.968 1.436 0.694
C -3.028 -0.190 -1.858
C -0.522 -0.207 -1.284
C -1.539 0.356 -1.036
C -3.453 0.446 2.620
C -0.749 -0.161 1.781
C -2.321 -1.377 0.749
C -1.425 0.160 -1.502
C -0.968 -0.577 3.009
C 2.945 3.161 2.563
C 1.288 -0.375 -1.105
C 2.150 -2.291 5.376
C 1.142 -0.417 0.823
C 0.171 -0.680 -2.942
C 3.000 4.250 -2.201
H -5.477 5.482 2.933
H -0.521 -2.703 1.727
H 1.992 -0.934 8.219
H 0.044 0.139 -1.822
H 0.772 -1.573 0.109
H 0.401 -1.282 -1.944
H -3.093 1.377 8.990
H -1.642 -1.641 3.648
H 1.946 1.254 -0.531
H 0.130 3.448 -2.408
H 0.678 -0.378 -0.154
H -0.676 -2.040 -1.307
H -0.535 -1.030 -1.658
H 1.123 0.879 -0.245
H 0.120 0.083 0.688
H 1.203 0.057 0.979
H 1.182 0.864 2.357
H -0.430 -0.239 0.112
H -1.096 2.979 -1.479
H 3.615 2.719 0.603
H 0.441 0.379 0.632
H 0.623 -1.038 -0.399
H 0.326 0.263 -0.657
H -1.442 1.349 1.164
H 0.632 -0.496 0.614
H -0.471 -1.770 -2.270
H 0.723 1.435 -1.529
H -1.343 0.727 -1.571
H 0.335 0.431 1.787
H -7.015 -1.863 1.783
H -1.892 2.394 3.105
H 4.402 -3.727 -1.056
H -0.275 0.990 -0.104
H -0.771 0.559 -0.696
H -1.968 1.157 0.407
H -1.557 -2.149 -0.097
H 0.576 -0.090 -2.968
H 0.385 -0.385 0.057
H -1.293 -0.023 -3.615
H 0.471 -1.121 0.295
H 1.539 -0.756 3.175
H -6.543 10.191 0.221
H 1.301 0.310 -0.343
H 0.730 -0.522 -0.202
H 9.882 7.656 3.942
H 1.044 -1.900 0.230
H 0.021 -0.416 -0.748
H 1.612 1.840 -0.603
H -0.023 -1.249 1.273
H 3.524 2.339 -4.989
H -2.206 0.552 0.753
H 0.337 -0.005 -1.148
H -0.700 -2.163 0.212
H 1.611 0.325 0.912
H -0.152 2.308 1.035
H 1.183 -3.062 2.072
H 1.685 -1.064 -1.866
H -0.287 -0.643 2.597

Results
LUMO level = 0.30 eV
Kohn-Sham gap = 7.94 eV
Largest force on an atom = 13.60 eV/A
Highest occupied orbital energy = -7.638 eV
Energy above the lowest of the compared OMol25 structures with the same formula, charge and spin = 123.5 kcal per mole